This record from OMol25 describes a cluster of 20 separate species, C78H212N16O25 in total at a distorted geometry. The level of theory is wB97M-V/def2-TZVPD.

Cartesian coordinates (Å):
O: 2.744 2.976 2.838
O: 0.456 -5.167 3.014
O: 3.740 -3.170 -6.082
O: -1.038 1.747 -2.689
O: -8.312 -11.488 -0.979
O: 6.181 -3.289 3.037
O: 5.098 3.798 -1.025
O: 4.470 -4.988 1.464
O: 5.034 -0.366 -2.617
O: 0.705 -2.752 5.139
O: -3.185 -3.138 -2.893
O: 2.019 2.678 -6.873
O: -9.136 -1.753 1.640
O: -0.898 5.704 -0.372
O: 0.634 2.553 5.509
O: 4.833 -0.963 8.012
O: 1.647 7.426 -4.988
O: -4.030 -6.740 -0.090
O: -1.246 1.472 8.159
O: -4.788 0.488 -0.135
O: 5.998 0.570 2.773
O: -0.067 -0.914 1.015
O: -1.289 5.718 -8.631
O: -4.490 2.199 3.010
O: -3.231 -3.721 3.722
N: 7.676 2.442 0.013
N: 7.730 0.062 -2.106
N: -7.494 -0.212 -0.363
N: 0.848 4.839 4.401
N: 1.226 -0.487 -5.971
N: 1.369 6.428 -7.745
N: -0.417 -3.977 -5.196
N: -7.183 -8.666 -0.468
N: 6.289 7.006 -2.399
N: -4.250 1.840 6.068
N: 5.237 -3.772 5.766
N: -6.596 -2.384 2.830
N: -4.542 6.192 -0.459
N: 3.117 -5.613 4.172
N: 1.284 1.091 -0.658
N: -0.117 1.887 -8.015
C: -0.544 -5.007 2.013
C: -8.981 -10.315 -0.525
C: 1.988 -6.616 4.014
C: -0.157 5.685 -9.547
C: -4.197 -2.795 3.370
C: -4.249 0.962 3.665
C: 7.016 4.668 -3.080
C: 0.370 2.238 -0.753
C: -8.913 -0.335 -0.378
C: 4.381 -2.853 6.495
C: 7.489 1.838 1.326
C: -5.265 -3.931 1.486
C: -1.170 -1.363 1.732
C: 5.656 0.828 -2.866
C: -0.531 4.418 4.729
C: -5.982 -8.070 0.162
C: -9.603 -0.599 0.943
C: 2.911 -2.207 -5.428
C: -1.491 2.167 -5.953
C: -9.691 -1.813 2.946
C: 7.141 -0.223 -4.487
C: 4.300 -4.133 -5.247
C: -7.012 1.061 0.255
C: 7.472 2.942 2.430
C: -2.401 -3.225 -4.071
C: 3.511 -0.543 -7.157
C: 0.946 2.641 -6.008
C: 1.171 -6.696 5.257
C: -0.383 2.933 4.666
C: 5.938 5.526 -2.436
C: -0.426 -2.355 5.907
C: 1.683 0.666 0.704
C: 3.664 -0.157 -2.394
C: -3.591 2.461 1.961
C: -3.259 5.551 -0.602
C: -5.331 -6.925 -0.613
C: 2.366 7.433 -7.302
C: 2.788 7.159 -5.849
C: -4.238 -2.178 -3.073
C: 5.635 5.097 -1.000
C: -3.152 1.173 6.750
C: -3.451 -4.369 4.956
C: 3.825 3.836 2.998
C: -0.380 2.713 -6.831
C: 2.352 -1.311 -6.510
C: -3.060 5.172 -2.115
C: 6.156 1.067 1.459
C: -5.508 -3.425 2.877
C: 0.155 6.471 0.281
C: -5.809 1.495 -0.497
C: -2.104 6.418 -0.139
C: -9.243 -12.259 -1.745
C: 2.076 7.370 -3.633
C: -0.372 2.279 8.912
C: 3.126 3.111 -6.163
C: -3.449 -5.652 -0.727
C: 1.143 -6.348 2.751
C: 7.414 -2.641 2.875
C: 5.351 -1.958 7.140
C: -1.070 -3.863 -3.852
C: -1.382 5.060 3.663
C: -0.190 -3.098 -2.870
C: 3.496 -3.496 7.549
C: 3.710 3.887 -0.881
C: 0.022 2.520 -2.157
C: -2.437 2.130 7.670
C: 0.584 0.149 1.645
C: 0.852 6.694 -9.080
C: 4.786 -0.083 3.025
C: 3.777 -0.127 7.546
C: -3.684 0.525 -1.004
C: -2.374 4.905 -8.996
C: 7.039 0.609 -3.257
C: -7.982 -9.529 0.348
C: -0.793 0.360 -2.910
C: 3.557 -3.885 1.444
C: -4.975 1.007 5.033
C: 0.831 1.114 5.568
H: -5.995 -6.091 -0.507
H: -0.986 -4.554 -5.807
H: -0.480 5.919 -10.568
H: -6.824 -9.180 -1.260
H: -1.645 0.002 -3.519
H: 0.723 -3.581 -2.575
H: -3.142 2.488 8.403
H: 8.179 -0.452 -4.739
H: -2.022 -0.668 1.581
H: 4.617 -4.376 5.155
H: 1.273 7.592 -2.968
H: -0.056 -4.948 1.042
H: 1.085 -0.263 2.575
H: -2.487 -5.460 -0.345
H: -2.896 -5.315 4.884
H: 3.302 7.431 -7.920
H: -5.149 -3.122 0.723
H: -3.794 -2.180 2.548
H: -4.670 6.972 -1.131
H: -4.052 0.367 -2.009
H: 0.583 1.721 8.978
H: -6.064 1.505 -1.564
H: 3.401 2.810 -0.942
H: -6.073 -4.604 1.096
H: 0.572 6.481 -7.091
H: -1.244 -5.804 2.087
H: -6.972 -1.037 0.012
H: -0.622 -0.213 -1.971
H: 1.101 5.996 0.164
H: 6.758 3.692 2.118
H: 0.465 -4.461 -5.071
H: -2.616 4.841 -10.045
H: -10.702 -0.804 0.758
H: 6.788 3.607 -3.174
H: 1.810 -7.160 5.984
H: -6.042 1.281 4.928
H: 6.057 -1.515 6.427
H: -1.659 2.773 -5.041
H: -4.444 -2.030 4.111
H: 4.131 0.832 7.051
H: 2.481 -0.115 0.594
H: 2.819 -4.274 7.091
H: 0.886 3.485 -5.391
H: 4.805 -0.591 3.967
H: -2.423 2.114 -6.486
H: 8.307 1.150 1.525
H: 3.396 0.628 -1.686
H: -2.085 -2.232 -4.476
H: 7.251 5.003 -4.095
H: -2.932 -3.748 -4.934
H: -0.195 2.594 3.637
H: -1.565 -2.247 1.363
H: -9.858 -11.606 -2.434
H: 0.065 0.207 -3.578
H: 0.065 7.500 -0.153
H: 2.472 -7.591 3.873
H: -2.395 4.637 3.796
H: 6.060 0.230 0.674
H: 7.210 7.249 -2.046
H: -2.238 6.716 0.901
H: -4.374 -4.596 1.369
H: 4.971 -4.718 -5.835
H: -3.979 4.705 -2.467
H: 4.111 3.950 4.061
H: -0.784 -2.936 -1.954
H: 6.554 -1.141 -4.356
H: -10.807 -1.607 2.939
H: 7.148 2.483 3.328
H: 0.935 -5.681 5.623
H: 2.504 -4.299 1.582
H: 4.661 3.405 2.442
H: 8.533 3.327 2.499
H: -3.206 5.309 -8.517
H: 4.105 -4.035 8.308
H: 1.618 0.970 6.359
H: 3.890 -3.231 2.244
H: 3.130 4.164 -5.815
H: 0.735 2.169 -8.549
H: -4.905 6.419 0.439
H: 3.590 -4.797 -4.672
H: 3.751 -2.501 5.662
H: -9.232 -1.058 3.644
H: 3.265 -1.115 -1.916
H: 5.802 -4.334 6.372
H: -5.225 -8.925 0.270
H: -0.878 -3.113 6.574
H: -6.306 -7.689 1.179
H: 3.246 0.282 8.489
H: 3.625 4.814 2.650
H: -2.243 7.311 -0.820
H: 6.549 5.131 -0.411
H: 7.291 -0.858 -1.836
H: -3.295 4.590 -0.059
H: 1.739 6.608 -9.712
H: -1.024 4.865 2.631
H: -7.093 -2.266 3.695
H: 3.369 4.364 0.063
H: 0.777 0.076 -6.636
H: -6.723 0.890 1.372
H: 0.891 2.426 -2.805
H: 5.036 1.323 -3.628
H: -3.206 0.821 3.880
H: 6.056 -2.515 7.840
H: 3.559 -1.601 -4.768
H: -0.103 0.648 5.942
H: 4.045 3.111 -6.736
H: -2.382 0.645 6.112
H: -9.596 0.290 1.584
H: -2.220 3.065 7.017
H: -9.863 -10.693 -0.026
H: -0.853 1.899 -8.723
H: -0.653 2.189 -0.239
H: -3.011 -0.229 -0.736
H: 0.223 4.677 -9.551
H: -8.688 -13.033 -2.250
H: 7.561 1.553 -3.511
H: -4.545 -1.818 -2.153
H: -7.907 1.774 0.125
H: -7.350 -10.299 0.946
H: -0.053 6.487 1.411
H: 0.453 -7.148 2.577
H: -3.685 0.367 7.255
H: -0.885 4.737 5.693
H: -0.339 3.573 -2.200
H: -3.956 -1.245 -3.614
H: 3.118 6.152 -5.741
H: -5.009 -0.001 5.387
H: -4.512 -4.597 5.108
H: 3.631 -5.682 3.347
H: 3.334 2.411 -5.325
H: 1.103 1.726 -5.428
H: -5.044 -2.674 -3.562
H: 6.742 2.752 -0.321
H: 8.076 1.783 -0.648
H: -7.347 -2.516 2.175
H: 2.764 -4.665 4.221
H: -0.590 3.794 -7.045
H: 2.397 6.348 -3.430
H: 4.638 -0.829 2.255
H: 4.070 -0.064 -6.333
H: 5.609 1.458 -1.966
H: 0.458 -1.055 -5.561
H: 1.470 4.655 5.125
H: -5.755 -4.241 3.532
H: -1.292 -1.946 5.353
H: 2.871 8.114 -3.493
H: 3.160 0.106 -3.289
H: 7.642 -2.646 1.795
H: 3.618 7.803 -5.556
H: -0.070 0.947 2.051
H: -3.016 -3.875 5.807
H: -1.433 6.105 3.944
H: -0.796 2.614 9.880
H: -4.748 0.207 3.045
H: 1.980 8.537 -7.352
H: -2.893 6.093 -2.673
H: 3.009 -0.670 6.959
H: 1.825 -6.296 1.936
H: 2.222 1.495 1.218
H: 0.886 5.826 4.241
H: -2.210 3.975 -8.496
H: 8.188 -3.272 3.348
H: -3.180 1.499 -1.036
H: -3.983 2.723 5.561
H: -5.430 2.460 -0.120
H: 6.246 7.264 -3.348
H: 6.645 0.348 -5.258
H: 3.260 4.560 -1.639
H: -0.011 -1.555 6.488
H: 0.273 -7.292 5.128
H: 0.916 3.070 -0.236
H: -1.256 -4.900 -3.444
H: 1.996 3.331 3.285
H: 0.381 7.721 -9.090
H: -9.906 -12.791 -1.116
H: 1.066 0.722 4.521
H: 0.946 0.335 -1.239
H: 4.888 5.779 -0.611
H: 0.197 -2.106 -3.212
H: 5.386 1.732 1.071
H: 2.913 -2.676 8.009
H: -1.049 -4.044 2.285
H: -3.846 3.512 1.541
H: -0.906 -1.394 2.772
H: 2.155 -2.649 -4.786
H: 3.268 0.125 -8.045
H: -1.351 2.415 4.945
H: 1.968 -1.997 -7.306
H: -3.218 -5.894 -1.773
H: -9.256 0.589 -0.867
H: -9.062 -1.195 -1.011
H: 5.307 -4.712 1.821
H: -1.273 1.130 -5.693
H: -4.031 -4.739 -0.664
H: 4.914 -3.537 -4.538
H: -9.545 -2.854 3.212
H: -2.559 2.567 2.339
H: 4.992 5.512 -3.068
H: 4.276 -1.208 -7.614
H: -3.582 1.654 1.159
H: 3.977 0.620 3.071
H: 0.509 -3.414 4.440
H: -8.440 -8.981 1.130
H: -5.250 -7.153 -1.686
H: -2.183 4.532 -2.309
H: 7.418 -1.567 3.269
H: 3.531 -3.219 0.561
H: 7.941 4.749 -2.504
H: -9.319 -9.689 -1.363
H: 6.086 -3.535 3.955
H: 8.695 -0.046 -2.337
H: -0.170 3.281 8.399

Calculated values
charge: 0
LUMO: 0.019 Eh
electronic energy: -159335.4385 eV
HOMO-LUMO gap: 0.32108 hartree